Formula: C16H41B3NO6Si2
Source: the Open Molecules 2025 dataset
Level of theory: ωB97M-V/def2-TZVPD

Positions of all 69 atoms, in Å:
Si1 -2.467 1.351 2.492
Si2 -3.466 3.778 4.005
O1 3.406 -0.294 -5.711
O2 3.938 -1.687 -1.383
O3 2.682 -3.255 0.158
O4 -1.449 -4.173 0.594
O5 2.496 0.886 -2.899
O6 2.375 -0.720 0.499
N1 -3.777 2.382 3.006
C1 -3.164 -0.053 1.431
C2 3.882 -3.725 -3.760
C3 0.034 0.888 -1.976
C4 1.156 0.303 -3.021
C5 -1.045 -2.767 -1.568
C6 -0.413 -3.436 -0.186
C7 0.209 -2.307 0.831
C8 -5.102 4.657 4.366
C9 2.789 -3.885 -2.545
C10 -1.210 2.250 1.426
C11 -1.574 0.540 3.929
C12 2.995 0.913 -1.521
C13 3.430 -2.689 -4.957
C14 4.252 -1.243 -4.925
C15 -2.358 5.037 3.165
C16 -2.725 3.327 5.669
B1 3.142 -2.954 -1.235
B2 1.815 -2.088 0.487
B3 3.127 -0.571 -0.797
H1 -0.309 -1.264 0.639
H2 -1.324 4.693 3.103
H3 -0.602 2.940 2.012
H4 4.114 1.328 -1.585
H5 4.970 -3.459 -3.350
H6 -2.354 -0.706 1.099
H7 4.341 -0.840 -3.819
H8 -1.708 2.810 0.627
H9 -3.877 -0.654 2.003
H10 -1.021 0.824 -2.531
H11 -0.067 0.125 -1.064
H12 -2.738 4.198 6.333
H13 -2.354 5.972 3.736
H14 -3.298 2.530 6.149
H15 3.485 0.630 -5.319
H16 -0.530 1.532 0.960
H17 2.436 1.657 -0.800
H18 -1.891 -3.520 -1.942
H19 2.299 -2.436 -4.796
H20 -3.669 0.344 0.545
H21 0.767 0.603 -4.110
H22 3.991 -4.794 -4.274
H23 -2.286 0.077 4.618
H24 -5.792 3.992 4.900
H25 -1.686 3.007 5.578
H26 0.359 -4.255 -0.539
H27 3.588 -3.161 -6.036
H28 -5.577 4.992 3.444
H29 -4.919 5.531 4.997
H30 -2.244 -3.536 0.595
H31 2.768 -5.006 -2.169
H32 -1.547 -1.730 -1.351
H33 1.691 -3.646 -2.949
H34 0.077 -2.598 1.969
H35 0.248 1.978 -1.593
H36 -2.716 5.261 2.156
H37 5.321 -1.331 -5.444
H38 -0.202 -2.677 -2.387
H39 -0.902 -0.241 3.563
H40 1.145 -0.891 -3.031
H41 -0.964 1.256 4.485

Results
charge	-1
gap between HOMO and LUMO	5.26	eV

=====

Formula: C16H41NO17S3V
Source: the Open Molecules 2025 dataset
Level of theory: ωB97M-V/def2-TZVPD

Positions of all 79 atoms, in Å:
V1 1.627 -0.078 -0.634
S1 -1.486 1.323 -2.807
S2 -5.094 -3.010 -1.660
S3 -1.201 -1.168 4.384
O1 3.150 -0.482 -0.231
O2 -2.931 1.226 -2.659
O3 -1.830 -2.484 4.109
O4 0.534 -1.118 -0.130
O5 1.737 -0.673 -2.737
O6 3.610 -4.237 0.466
O7 -2.007 0.059 4.201
O8 4.773 1.799 -0.259
O9 1.704 2.053 0.378
O10 -6.554 -2.957 -1.519
O11 -0.651 0.760 -1.744
O12 -4.342 -4.230 -2.026
O13 2.444 -2.859 1.768
O14 -1.031 0.662 -4.262
O15 2.551 1.284 -2.483
O16 -4.356 -2.400 -0.277
O17 -0.846 -1.186 6.036
N1 3.499 -3.331 1.293
C1 1.105 2.295 1.576
C2 -1.468 0.578 7.666
C3 4.803 -2.706 1.629
C4 -4.546 -1.640 -2.786
C5 -1.742 0.963 -5.450
C6 -0.477 0.052 6.614
C7 -2.992 -2.674 -0.043
C8 -3.129 0.421 -5.498
C9 0.516 -1.146 3.739
C10 -0.415 1.991 1.493
C11 2.292 0.331 -3.254
C12 -0.914 3.124 -3.044
C13 5.811 1.238 -1.136
C14 -2.326 -1.464 0.535
C15 1.291 3.646 2.163
C16 2.653 0.256 -4.726
H1 -1.206 0.410 -6.222
H2 4.808 1.310 0.566
H3 1.181 -1.918 4.127
H4 -3.561 -1.263 -2.513
H5 -4.320 -2.193 -3.698
H6 5.526 1.488 -2.157
H7 -2.844 -0.919 1.324
H8 -3.910 1.077 -5.115
H9 1.839 -0.209 -5.281
H10 -2.495 0.629 7.302
H11 -1.561 -0.086 8.525
H12 -3.437 0.270 -6.532
H13 0.760 3.684 3.114
H14 6.016 0.167 -1.138
H15 0.497 -1.195 2.650
H16 -1.835 2.007 -5.751
H17 5.158 -2.912 2.639
H18 4.731 -1.621 1.554
H19 -2.212 -0.691 -0.226
H20 0.116 3.074 -3.395
H21 -0.684 1.042 1.030
H22 0.742 4.336 1.521
H23 -2.431 -2.978 -0.926
H24 -0.385 0.832 5.858
H25 -1.352 -1.796 0.896
H26 -0.921 3.663 -2.097
H27 -1.482 3.556 -3.868
H28 -1.177 1.556 8.049
H29 6.796 1.672 -0.965
H30 2.355 3.878 2.195
H31 -0.996 2.012 2.415
H32 -2.899 -3.487 0.676
H33 1.404 1.525 2.287
H34 0.541 -0.081 6.981
H35 -3.134 -0.587 -5.083
H36 0.861 -0.149 4.011
H37 -5.410 -0.992 -2.932
H38 5.577 -2.911 0.889
H39 2.904 1.177 -5.252
H40 -0.835 2.761 0.845
H41 3.515 -0.358 -4.989

Results
multiplicity	2
charge	0
⟨S²⟩	0.7559
gap between HOMO and LUMO (alpha / beta)	9.36 / 6.58	eV

=====

Formula: C16H42AsF6N3O7Zn
Source: the Open Molecules 2025 dataset
Level of theory: ωB97M-V/def2-TZVPD

Positions of all 76 atoms, in Å:
As1 -0.979 4.151 -1.231
Zn1 -0.558 0.649 0.363
F1 0.711 4.590 -0.943
F2 -1.339 4.495 0.433
F3 -1.367 5.754 -1.793
F4 -0.574 3.655 -2.869
F5 -2.623 3.684 -1.614
F6 -0.625 2.482 -0.679
O1 0.900 1.646 4.030
O2 3.827 1.379 0.768
O3 -2.593 1.173 0.647
O4 -0.861 -0.829 1.550
O5 -0.089 -5.659 -2.572
O6 1.543 3.349 2.926
O7 0.189 1.863 1.908
N1 -1.345 -0.210 -1.326
N2 -1.339 -2.935 -0.422
N3 1.474 0.591 -0.159
C1 0.821 2.264 2.862
C2 3.890 0.079 0.230
C3 -3.258 1.832 1.692
C4 -3.461 -0.769 -2.471
C5 -0.972 -4.619 -2.228
C6 -0.290 -6.076 -3.917
C7 -2.751 0.265 -1.598
C8 2.446 5.405 2.079
C9 -1.101 -5.296 0.239
C10 0.162 0.495 4.296
C11 1.525 4.258 1.825
C12 2.304 -1.573 -0.908
C13 5.112 1.960 0.908
C14 -0.717 -4.206 -0.783
C15 -3.445 0.478 -0.235
C16 2.459 -0.521 0.166
H1 -0.522 -1.412 2.216
H2 1.499 0.816 -1.152
H3 5.102 3.046 0.945
H4 4.562 -0.618 0.740
H5 -0.729 -5.028 1.224
H6 -0.848 -2.415 0.320
H7 -3.502 -1.770 -2.040
H8 -3.858 -0.437 0.197
H9 -2.178 -5.470 0.208
H10 1.852 3.776 0.904
H11 3.491 5.082 2.038
H12 -2.547 2.490 2.194
H13 2.362 6.023 2.973
H14 -0.634 -6.218 -0.119
H15 5.550 1.575 1.835
H16 -2.685 1.232 -2.094
H17 0.363 -4.045 -0.720
H18 0.133 0.308 5.374
H19 0.536 4.662 1.608
H20 -1.349 -6.102 -4.180
H21 2.564 -1.237 -1.914
H22 2.062 -0.806 1.143
H23 2.331 6.104 1.247
H24 0.227 -7.025 -4.030
H25 1.971 1.317 0.351
H26 -3.983 2.553 1.299
H27 -4.498 -0.476 -2.667
H28 -1.537 -1.224 -1.122
H29 -3.040 -0.872 -3.473
H30 2.887 -2.477 -0.717
H31 0.631 -0.438 3.975
H32 1.257 -1.873 -0.966
H33 -0.834 -3.729 -2.858
H34 5.793 1.650 0.111
H35 -2.017 -4.924 -2.379
H36 0.182 -5.342 -4.581
H37 -2.194 -3.116 0.104
H38 -3.720 1.134 2.393
H39 4.256 0.135 -0.804
H40 -4.269 1.144 -0.519
H41 -0.867 -0.306 -2.221
H42 -0.879 0.510 3.980

Results
energy above the lowest of the compared OMol25 structures with the same formula, charge and spin	76.9	kJ/mol
charge	0
gap between HOMO and LUMO	9.41	eV

=====

Formula: C16H42BrN3O
Source: the Open Molecules 2025 dataset
Level of theory: ωB97M-V/def2-TZVPD

Positions of all 63 atoms, in Å:
Br1 -1.727 1.270 3.887
O1 2.230 5.389 -4.033
N1 -4.632 0.375 7.619
N2 -0.662 -4.161 1.748
N3 0.832 3.332 -2.055
C1 0.891 5.367 -3.749
C2 1.874 -3.622 1.295
C3 -2.100 -3.615 1.437
C4 2.571 5.684 -5.379
C5 2.427 3.045 -1.941
C6 0.385 -3.163 1.173
C7 -0.530 -5.503 0.969
C8 -1.936 -5.978 0.846
C9 2.966 -2.592 0.997
C10 0.001 2.004 -1.657
C11 0.527 4.296 -0.833
C12 0.438 3.920 -3.480
C13 -2.983 -4.835 1.339
C14 3.015 2.048 -3.029
C15 -1.483 2.262 -1.447
C16 -0.615 -4.430 3.326
H1 0.445 1.719 -0.703
H2 -2.414 -2.862 2.160
H3 -0.165 -5.291 -0.036
H4 4.030 -2.829 1.014
H5 2.013 -3.999 2.309
H6 0.760 3.088 -4.107
H7 -3.993 0.805 6.967
H8 -4.196 0.258 8.523
H9 -5.070 -0.513 7.420
H10 1.374 4.982 -0.810
H11 2.121 -4.431 0.607
H12 -1.696 2.845 -0.551
H13 -1.315 -5.262 3.399
H14 2.826 -1.883 1.813
H15 -0.440 4.654 -1.187
H16 0.286 5.870 -4.504
H17 2.956 3.997 -1.973
H18 -1.978 2.635 -2.343
H19 0.430 3.623 0.019
H20 -2.082 -6.910 1.392
H21 -5.353 1.051 7.830
H22 0.220 -2.270 1.777
H23 2.540 2.585 -0.959
H24 -1.986 -3.214 0.430
H25 2.992 2.474 -4.033
H26 0.468 -4.553 3.354
H27 3.620 5.461 -5.574
H28 -2.197 -6.141 -0.200
H29 4.041 1.894 -2.694
H30 0.147 -6.282 1.317
H31 0.089 -2.916 0.153
H32 0.720 5.987 -2.869
H33 2.648 1.030 -3.162
H34 -3.770 -4.718 0.593
H35 2.110 5.037 -6.126
H36 2.735 -1.917 0.173
H37 -2.085 1.361 -1.329
H38 0.160 1.353 -2.517
H39 -0.883 -3.522 3.867
H40 -0.616 4.003 -3.215
H41 -3.376 -5.030 2.337
H42 2.396 6.739 -5.591

Results
energy above the lowest of the compared OMol25 structures with the same formula, charge and spin	366.7	kJ/mol
charge	+2
gap between HOMO and LUMO	6.01	eV

=====

Formula: C16H42IN5O7P
Source: the Open Molecules 2025 dataset
Level of theory: ωB97M-V/def2-TZVPD

Positions of all 72 atoms, in Å:
I1 -0.346 2.400 5.410
P1 -1.651 2.150 -1.431
O1 2.211 0.072 7.258
O2 -1.443 -2.009 -6.785
O3 -1.481 2.308 -5.284
O4 -2.662 0.922 -1.645
O5 4.537 -0.680 -2.729
O6 -0.357 -1.628 -1.564
O7 -2.976 -0.454 4.799
N1 -0.427 3.148 2.221
N2 -1.641 1.478 1.462
N3 -1.302 2.261 0.379
N4 -2.590 3.518 -1.797
N5 -1.174 1.521 3.782
C1 -2.495 -0.827 6.104
C2 -2.582 -2.739 -7.242
C3 -1.081 2.025 2.573
C4 -1.272 0.913 -5.518
C5 0.000 0.449 -4.843
C6 -0.583 3.250 0.923
C7 -3.239 -0.481 1.319
C8 6.896 -0.740 -2.109
C9 -3.824 -2.398 -6.440
C10 1.003 -1.589 -2.010
C11 2.937 1.754 8.866
C12 1.979 -1.659 -0.853
C13 5.877 -0.663 -3.230
C14 -2.392 0.352 1.422
C15 3.323 0.567 8.004
C16 -3.350 -1.891 6.757
H1 4.131 0.838 7.317
H2 5.968 -1.522 -3.891
H3 -1.300 -2.246 -5.864
H4 2.574 2.579 8.246
H5 6.029 0.243 -3.825
H6 -4.034 -1.329 -6.503
H7 -2.373 -3.812 -7.184
H8 -0.153 4.068 0.375
H9 6.745 -1.644 -1.520
H10 -3.343 3.261 -2.431
H11 1.894 0.783 6.694
H12 3.670 -0.259 8.623
H13 -3.391 -2.783 6.132
H14 -0.052 0.644 -3.771
H15 3.788 2.113 9.446
H16 -1.690 0.655 3.952
H17 7.912 -0.744 -2.504
H18 -3.870 -0.111 4.902
H19 -1.232 0.725 -6.592
H20 6.794 0.114 -1.434
H21 -2.138 0.384 -5.118
H22 -3.189 1.017 -2.449
H23 0.863 0.992 -5.232
H24 -2.445 0.070 6.727
H25 -2.950 -2.164 7.733
H26 2.136 1.481 9.553
H27 1.819 -2.567 -0.272
H28 -1.480 -1.194 5.956
H29 4.435 0.083 -2.153
H30 -3.960 -1.255 1.244
H31 -4.374 -1.537 6.891
H32 -0.504 -0.876 -0.984
H33 1.839 -0.809 -0.176
H34 -3.683 -2.646 -5.385
H35 0.166 -0.617 -5.001
H36 -2.717 -2.476 -8.289
H37 -4.692 -2.946 -6.808
H38 1.171 -0.679 -2.591
H39 -0.726 2.778 -5.650
H40 1.134 -2.443 -2.672
H41 -1.985 4.145 -2.316
H42 3.006 -1.651 -1.216

Results
charge	+1
gap between HOMO and LUMO	8.53	eV

=====

Formula: C16H42N2O8
Source: the Open Molecules 2025 dataset
Level of theory: ωB97M-V/def2-TZVPD

Positions of all 68 atoms, in Å:
O1 2.469 -3.199 -0.373
O2 0.110 3.585 0.417
O3 3.589 -0.673 -3.100
O4 -3.847 -0.135 -1.586
O5 -0.704 0.940 -3.209
O6 -2.934 0.689 0.248
O7 -0.518 1.640 2.063
O8 0.159 -0.251 -1.408
N1 1.109 -1.861 3.148
N2 3.592 0.209 1.655
C1 2.336 0.509 -0.266
C2 0.366 -1.795 2.035
C3 -0.958 -0.303 -0.549
C4 -3.336 -0.255 1.154
C5 -1.011 -1.406 3.764
C6 -2.079 0.898 -2.900
C7 2.509 0.225 -2.811
C8 2.478 -0.192 0.934
C9 0.335 -1.653 4.251
C10 3.551 1.154 -0.419
C11 -0.902 -1.369 2.434
C12 0.008 2.390 -0.280
C13 0.716 1.186 2.590
C14 -5.217 -0.296 -1.234
C15 1.736 -2.457 -1.397
C16 4.264 0.932 0.763
H1 -1.924 -1.103 4.254
H2 -2.620 0.632 -3.809
H3 -2.678 1.489 0.713
H4 -0.706 2.383 -1.103
H5 -5.701 -0.352 -2.209
H6 3.411 -3.027 -0.441
H7 -1.268 0.681 -0.199
H8 0.947 1.984 -0.656
H9 1.236 -1.581 -0.982
H10 2.485 -2.235 -2.157
H11 -2.597 -1.044 1.295
H12 -5.348 -1.237 -0.699
H13 3.945 0.034 2.585
H14 2.774 0.781 -1.912
H15 -2.231 0.132 -2.140
H16 -3.326 0.018 -0.795
H17 0.014 0.305 -2.177
H18 2.093 -2.088 3.135
H19 -0.603 1.353 -4.070
H20 -0.907 0.847 1.686
H21 3.836 1.823 -1.216
H22 1.484 1.097 1.823
H23 0.416 4.268 -0.184
H24 -1.776 -0.657 -1.177
H25 3.302 -1.362 -3.703
H26 0.970 -3.110 -1.814
H27 0.674 -2.024 1.025
H28 -4.077 -0.877 0.652
H29 -0.702 -0.843 0.363
H30 0.685 0.244 3.138
H31 1.639 -0.386 -2.572
H32 -3.711 0.118 2.107
H33 1.691 -0.770 1.394
H34 -0.311 1.649 0.453
H35 1.510 0.540 -0.960
H36 0.761 -1.664 5.243
H37 5.167 1.390 1.140
H38 2.226 0.906 -3.614
H39 -1.720 -1.212 1.746
H40 -2.371 1.910 -2.622
H41 1.162 1.924 3.256
H42 -5.674 0.551 -0.722

Results
energy above the lowest of the compared OMol25 structures with the same formula, charge and spin	1108.2	kJ/mol
charge	0
gap between HOMO and LUMO	7.84	eV

=====

The records above yield strongest force on any atom values of 0.094 0.072 0.043 0.068 0.056 0.099 hartree/bohr, respectively.